No. 1
{"formula": "C52H72CeN4P3", "method": "ωB97M-V/def2-TZVPD", "charge": 3, "energy_ha": -3742.00198, "orbital_gap_ev": 5.00, "molar_mass_g_mol": 986.2, "symbols": ["Ce", "C", "C", "C", "C", "C", "C", "C", "C", "C", "C", "C", "C", "C", "C", "C", "C", "C", "H", "H", "H", "H", "H", "H", "H", "H", "H", "H", "H", "H", "H", "H", "H", "H", "H", "H", "H", "H", "H", "H", "H", "H", "H", "H", "H", "H", "H", "N", "P", "C", "C", "C", "C", "C", "C", "C", "C", "C", "C", "C", "C", "C", "C", "C", "C", "C", "N", "H", "H", "H", "H", "H", "H", "H", "H", "H", "H", "H", "H", "H", "H", "H", "C", "P", "C", "N", "C", "C", "C", "C", "C", "C", "N", "C", "P", "C", "C", "C", "C", "C", "C", "C", "C", "C", "H", "H", "H", "H", "H", "H", "H", "H", "H", "H", "H", "H", "H", "H", "H", "H", "H", "H", "H", "H", "H", "H", "H", "H", "H", "H", "H", "H"], "positions_angstrom": [[-0.45, -0.11, 0.25], [-2.02, -0.77, 2.59], [-3.08, -0.96, 1.66], [-3.31, 0.28, 1.00], [-2.36, 1.21, 1.51], [-1.60, 0.59, 2.57], [-1.09, 1.42, 3.74], [-2.13, 2.52, 4.06], [0.26, 2.05, 3.38], [-0.94, 0.58, 5.01], [-4.39, 0.79, 0.05], [-4.34, 0.00, -1.26], [-4.12, 2.25, -0.33], [-5.78, 0.78, 0.69], [-3.67, -2.37, 1.51], [-3.54, -3.16, 2.83], [-2.82, -3.08, 0.45], [-5.15, -2.47, 1.15], [-1.72, -1.50, 3.33], [-2.50, 2.28, 1.50], [-2.15, 3.29, 3.30], [-1.89, 2.98, 5.02], [-3.11, 2.07, 4.14], [0.21, 2.57, 2.42], [1.00, 1.26, 3.34], [0.56, 2.77, 4.15], [-1.91, 0.20, 5.33], [-0.54, 1.20, 5.81], [-0.28, -0.27, 4.87], [-3.31, 0.04, -1.64], [-5.01, 0.43, -2.00], [-4.61, -1.04, -1.14], [-3.09, 2.37, -0.68], [-4.29, 2.92, 0.50], [-4.80, 2.54, -1.13], [-6.12, -0.20, 0.98], [-6.51, 1.20, 0.00], [-5.77, 1.40, 1.59], [-2.51, -3.43, 3.05], [-4.10, -4.08, 2.75], [-3.94, -2.57, 3.65], [-1.77, -3.04, 0.74], [-2.95, -2.60, -0.53], [-3.11, -4.13, 0.36], [-5.76, -2.05, 1.95], [-5.42, -3.51, 1.03], [-5.40, -1.97, 0.22], [3.10, -1.49, 0.62], [2.06, -0.72, 1.74], [3.32, -0.15, 2.95], [4.12, -1.12, 3.55], [5.11, -0.76, 4.44], [5.30, 0.58, 4.76], [4.52, 1.55, 4.16], [3.55, 1.19, 3.23], [1.47, -2.23, 2.59], [1.19, -2.21, 3.95], [0.71, -3.34, 4.58], [0.53, -4.51, 3.86], [0.82, -4.55, 2.51], [1.27, -3.41, 1.87], [3.43, -0.99, -0.62], [4.65, -1.35, -1.20], [4.94, -0.92, -2.48], [4.02, -0.11, -3.12], [2.86, 0.23, -2.45], [2.52, -0.22, -1.23], [3.87, -2.01, 1.04], [3.97, -2.17, 3.33], [5.74, -1.52, 4.89], [6.06, 0.86, 5.47], [4.66, 2.59, 4.40], [2.97, 1.96, 2.75], [1.39, -1.31, 4.52], [0.50, -3.32, 5.64], [0.17, -5.40, 4.36], [0.72, -5.47, 1.95], [1.53, -3.44, 0.82], [5.35, -1.97, -0.65], [5.87, -1.20, -2.95], [4.20, 0.27, -4.11], [2.16, 0.91, -2.92], [-2.16, 2.39, -3.21], [-0.81, 1.74, -2.14], [-0.03, 0.80, -3.53], [0.31, 1.53, -4.56], [0.80, 0.95, -5.66], [1.15, 1.71, -6.79], [1.62, 1.07, -7.91], [1.75, -0.33, -7.95], [1.41, -1.10, -6.87], [0.94, -0.48, -5.70], [0.56, -1.21, -4.64], [0.08, -0.62, -3.57], [-0.63, -1.76, -2.30], [-2.17, -2.05, -3.28], [0.24, -3.43, -2.54], [-0.01, -4.08, -3.90], [-0.29, -4.36, -1.45], [1.73, -3.22, -2.34], [0.17, 3.32, -1.78], [0.43, 4.19, -3.01], [-0.69, 4.08, -0.77], [1.49, 2.97, -1.10], [-1.70, 2.77, -4.13], [-2.71, 3.18, -2.72], [-2.85, 1.59, -3.47], [1.03, 2.78, -6.76], [1.89, 1.64, -8.78], [2.11, -0.80, -8.85], [1.47, -2.18, -6.90], [-1.88, -2.26, -4.31], [-2.80, -1.17, -3.27], [-2.73, -2.89, -2.88], [-1.05, -4.37, -4.03], [0.58, -4.99, -3.96], [0.29, -3.43, -4.71], [-1.36, -4.55, -1.57], [-0.12, -3.96, -0.45], [0.22, -5.32, -1.51], [2.14, -2.56, -3.10], [2.26, -4.17, -2.40], [1.93, -2.79, -1.36], [-0.49, 4.66, -3.36], [0.87, 3.62, -3.82], [1.12, 4.99, -2.74], [-1.67, 4.34, -1.17], [-0.21, 5.02, -0.50], [-0.83, 3.49, 0.15], [2.26, 2.70, -1.82], [1.37, 2.14, -0.37], [1.86, 3.84, -0.55]], "mulliken_charge": [0.766, -1.171, 0.109, 1.022, -0.628, 0.247, 2.013, -1.596, -1.619, -1.784, 1.884, -0.995, -2.642, -1.704, 2.288, -1.802, -1.092, -2.230, 0.756, 0.749, 0.353, 0.461, 0.385, 0.010, 0.093, 0.734, 0.428, 0.496, 0.146, -0.340, 0.705, 0.081, 0.485, 0.411, 0.561, 0.248, 0.512, 0.393, 0.128, 0.556, 0.432, -0.278, -0.258, 0.827, 0.451, 0.571, 0.336, 0.932, 1.266, 1.197, -1.229, -0.758, -0.745, -0.700, -0.269, 0.523, -1.275, -0.816, -0.780, -0.649, -0.637, -0.127, -1.385, -1.019, -1.511, 0.045, 1.131, 0.436, 0.312, 0.472, 0.431, 0.484, 0.326, 0.864, 0.511, 0.483, 0.539, 0.583, 0.589, 0.471, 0.615, 0.296, -1.859, 1.175, -0.922, 0.186, 0.149, -0.525, -0.690, -0.640, -0.701, 0.029, 0.734, -1.069, 1.888, -1.550, 2.070, -1.770, -1.984, -1.889, 1.808, -1.780, -1.840, -1.771, 0.628, 0.449, 0.320, 0.525, 0.453, 0.465, 0.524, 0.671, 0.134, 0.451, 0.423, 0.560, 0.135, 0.375, 0.123, 0.620, 0.290, 0.706, 0.248, 0.380, 0.320, 0.508, 0.307, 0.642, 0.414, 0.427, 0.061, 0.692]}

---

No. 2
{"formula": "C52H74N4O9PS", "method": "ωB97M-V/def2-TZVPD", "energy_ha": -3661.38981, "multiplicity": 4, "orbital_gap_ev": [7.14, 7.79], "molar_mass_g_mol": 962.2, "symbols": ["C", "C", "C", "C", "C", "C", "C", "O", "C", "C", "C", "O", "C", "P", "O", "O", "S", "C", "C", "C", "C", "C", "N", "C", "C", "O", "C", "C", "C", "C", "C", "C", "C", "O", "H", "H", "H", "H", "H", "H", "H", "H", "H", "H", "H", "H", "H", "H", "H", "H", "H", "H", "H", "H", "C", "C", "C", "C", "C", "C", "N", "O", "C", "C", "C", "H", "H", "H", "H", "H", "H", "H", "H", "H", "H", "H", "H", "H", "H", "H", "H", "H", "H", "C", "C", "C", "C", "C", "C", "N", "O", "C", "C", "C", "H", "H", "H", "H", "H", "H", "H", "H", "H", "H", "H", "H", "H", "H", "H", "H", "H", "H", "C", "C", "C", "C", "C", "C", "N", "O", "C", "C", "C", "H", "H", "H", "H", "H", "H", "H", "H", "H", "H", "H", "H", "H", "H", "H", "H", "H", "H"], "positions_angstrom": [[-6.72, 7.07, 3.25], [-6.22, 6.03, 2.96], [-5.50, 4.80, 2.69], [-4.25, 5.07, 1.86], [-3.00, 4.99, 2.44], [-1.86, 5.24, 1.67], [-1.98, 5.56, 0.32], [-0.82, 5.78, -0.37], [-0.31, 4.57, -0.96], [0.84, 4.86, -1.91], [1.11, 6.34, -2.12], [0.52, 4.23, -3.15], [-3.24, 5.67, -0.28], [-3.39, 6.20, -2.03], [-2.01, 6.02, -2.78], [-3.49, 7.78, -1.94], [-4.79, 5.35, -3.06], [-4.37, 5.42, 0.51], [-5.74, 5.54, -0.05], [-6.48, 4.41, -0.41], [-7.73, 4.64, -0.93], [-8.17, 5.94, -1.10], [-7.50, 7.04, -0.77], [-6.30, 6.79, -0.24], [-0.54, 5.19, 2.37], [0.49, 4.78, 1.90], [-0.58, 5.71, 3.76], [0.47, 6.45, 4.30], [0.35, 6.92, 5.59], [-0.78, 6.66, 6.36], [-1.82, 5.91, 5.83], [-1.70, 5.45, 4.53], [-2.78, 4.66, 3.89], [-3.40, 3.82, 4.49], [-7.17, 7.95, 3.63], [-6.14, 4.11, 2.15], [-5.26, 4.34, 3.64], [-1.13, 4.12, -1.52], [-0.03, 3.85, -0.19], [1.76, 4.43, -1.51], [1.48, 6.81, -1.22], [0.24, 6.85, -2.52], [1.90, 6.43, -2.87], [1.28, 4.38, -3.73], [-2.08, 5.20, -3.27], [-4.41, 8.05, -2.08], [-6.09, 3.42, -0.26], [-8.37, 3.82, -1.21], [-9.15, 6.09, -1.54], [-5.72, 7.64, 0.08], [1.32, 6.64, 3.67], [1.16, 7.50, 6.00], [-0.82, 7.06, 7.36], [-2.69, 5.69, 6.42], [1.37, 0.83, -5.83], [-0.16, 0.83, -5.54], [-0.43, 1.05, -4.05], [-0.23, -0.18, -3.17], [-0.96, -1.39, -3.75], [-0.57, -1.67, -5.19], [-0.76, -0.45, -6.04], [-2.01, -0.28, -6.30], [0.89, -2.15, -5.23], [-1.40, -2.82, -5.75], [-0.73, 2.03, -6.30], [1.70, -0.05, -6.37], [1.65, 1.67, -6.47], [1.96, 0.91, -4.91], [-1.47, 1.38, -3.93], [0.19, 1.86, -3.68], [0.84, -0.40, -3.05], [-0.60, 0.03, -2.17], [-0.76, -2.27, -3.14], [-2.04, -1.21, -3.68], [1.22, -2.33, -6.26], [0.98, -3.10, -4.70], [1.60, -1.47, -4.76], [-2.47, -2.63, -5.67], [-1.18, -3.73, -5.19], [-1.16, -3.00, -6.80], [-0.63, 1.90, -7.38], [-0.19, 2.92, -6.00], [-1.78, 2.19, -6.07], [-1.41, -3.88, 2.16], [-0.38, -3.34, 1.13], [1.01, -3.96, 1.37], [1.79, -3.35, 2.52], [1.82, -1.83, 2.41], [0.42, -1.23, 2.31], [-0.34, -1.85, 1.18], [0.07, -1.37, 0.05], [-0.31, -1.41, 3.65], [0.52, 0.28, 2.09], [-0.86, -3.82, -0.24], [-1.93, -3.08, 2.68], [-2.20, -4.46, 1.67], [-0.95, -4.52, 2.91], [1.60, -3.85, 0.46], [0.89, -5.03, 1.52], [1.37, -3.66, 3.48], [2.81, -3.74, 2.50], [2.34, -1.40, 3.27], [2.41, -1.55, 1.52], [-1.32, -1.02, 3.59], [0.22, -0.85, 4.43], [-0.35, -2.45, 3.99], [1.12, 0.54, 1.22], [0.98, 0.74, 2.96], [-0.48, 0.72, 1.97], [-1.82, -3.36, -0.51], [-1.00, -4.90, -0.21], [-0.15, -3.60, -1.03], [7.05, -7.98, 2.65], [5.55, -7.62, 2.82], [4.66, -8.86, 2.66], [4.42, -9.30, 1.22], [3.96, -8.12, 0.36], [4.94, -6.94, 0.44], [5.17, -6.54, 1.86], [4.15, -5.87, 2.30], [6.25, -7.33, -0.26], [4.38, -5.76, -0.35], [5.39, -7.13, 4.26], [7.54, -7.36, 1.90], [7.60, -7.82, 3.57], [7.19, -9.03, 2.36], [3.68, -8.66, 3.11], [5.09, -9.68, 3.23], [5.32, -9.75, 0.80], [3.65, -10.08, 1.20], [3.85, -8.43, -0.68], [2.97, -7.80, 0.70], [6.98, -6.52, -0.19], [6.06, -7.50, -1.32], [6.71, -8.23, 0.13], [3.39, -5.47, -0.01], [4.31, -6.03, -1.40], [5.04, -4.89, -0.26], [5.95, -6.21, 4.43], [5.79, -7.89, 4.94], [4.35, -6.96, 4.53]], "mulliken_charge": [0.270, -0.415, -1.568, 0.895, 0.259, 0.678, -0.617, -0.541, -0.567, 0.008, -1.484, -0.347, 0.976, 0.808, -0.406, -0.631, -0.344, 0.167, -0.414, -0.279, -0.724, -0.418, -0.685, -0.298, 0.446, -0.583, 0.320, -0.721, -0.581, -0.593, -0.811, 0.562, -0.237, -0.618, 0.439, 0.356, 0.451, 0.338, 0.573, 0.444, 0.349, 0.228, 0.551, 0.249, 0.185, 0.426, 0.577, 0.405, 0.388, 0.663, 0.527, 0.413, 0.415, 0.514, -1.926, 2.189, -1.337, -0.354, -1.102, 1.922, 0.481, -0.629, -2.034, -1.839, -1.983, 0.345, 0.542, 0.334, 0.542, 0.154, 0.165, 0.452, 0.007, 0.346, 0.372, 0.448, 0.410, 0.402, 0.394, 0.447, 0.473, 0.403, 0.382, -1.870, 2.705, -1.665, -0.352, -1.444, 2.242, 0.286, -0.428, -2.003, -2.422, -2.338, 0.323, 0.532, 0.359, 0.259, 0.479, 0.210, 0.333, 0.491, 0.302, 0.385, 0.413, 0.435, 0.376, 0.451, 0.533, 0.584, 0.502, 0.264, -1.713, 2.041, -1.471, -0.474, -1.194, 1.850, 0.288, -0.458, -2.068, -1.594, -2.031, 0.329, 0.498, 0.331, 0.403, 0.388, 0.283, 0.408, 0.443, 0.232, 0.378, 0.422, 0.450, 0.070, 0.450, 0.479, 0.470, 0.495, 0.350]}